No. 1
{
  "formula": "C23H47MgNO2S2Si2",
  "method": "ωB97M-V with the def2-TZVPD basis set",
  "spin_multiplicity": 1,
  "lumo_energy_ev": 0.28,
  "energy_ha": -2685.26576,
  "symbols": ["H", "H", "H", "H", "H", "H", "H", "Si", "H", "H", "H", "O", "C", "H", "S", "C", "H", "H", "C", "Si", "C", "H", "H", "C", "C", "C", "C", "C", "H", "H", "H", "C", "H", "H", "H", "H", "H", "H", "Mg", "C", "C", "S", "H", "H", "C", "H", "C", "H", "H", "C", "H", "H", "H", "H", "H", "H", "H", "O", "H", "H", "C", "H", "C", "C", "C", "C", "H", "H", "H", "H", "C", "C", "H", "H", "N", "H", "C", "H"],
  "coordinates": [[-1.539, -3.930, -2.107], [-1.645, 1.622, 0.479], [2.742, 0.716, 2.886], [1.201, -2.562, -1.699], [-2.594, -0.988, -4.385], [-1.798, 0.155, -2.275], [-1.610, 1.743, -4.213], [-3.321, -0.167, 1.200], [-0.864, -0.697, -4.386], [-0.514, 2.393, 3.906], [-1.987, -2.195, 0.439], [0.746, 0.766, -3.541], [-2.735, 1.511, 0.586], [-5.626, -0.312, 0.306], [0.997, -1.844, 5.466], [0.158, 0.501, 4.697], [-4.449, -0.619, -0.994], [1.622, -0.747, -1.089], [-4.023, 0.057, 2.924], [3.076, 0.330, 0.430], [1.373, -0.050, -0.273], [0.235, -2.520, -3.197], [-4.337, -0.910, 3.341], [-4.676, -0.803, 0.064], [0.195, -2.642, -2.118], [-1.953, -1.423, 1.223], [-1.653, -1.269, -3.896], [-0.780, 2.451, -4.298], [-4.803, -1.885, 0.201], [4.603, 2.214, -0.114], [3.284, 2.763, 0.944], [0.139, 1.718, 7.229], [4.321, -0.623, -1.520], [0.867, -0.200, 7.969], [5.374, -0.508, -0.089], [3.036, -1.002, 2.553], [-4.904, 0.714, 2.884], [1.014, 0.859, -0.789], [-0.027, -0.610, 1.346], [0.550, -0.213, 5.862], [3.526, 2.123, 0.084], [0.895, -2.705, 2.572], [-1.523, -2.342, -4.088], [0.012, -4.737, -1.917], [2.063, 0.548, -4.044], [1.319, -0.012, -5.992], [-1.745, -0.926, -2.444], [2.318, -0.460, -3.699], [-2.595, -1.414, -1.962], [0.327, 2.119, -3.330], [1.165, 2.831, -3.434], [-3.285, 0.499, 3.607], [4.383, 0.157, 2.497], [-1.159, 3.457, -4.106], [2.986, 2.508, -0.791], [0.117, 2.202, 8.206], [-0.147, -0.890, -0.860], [-0.553, -1.388, -1.680], [3.059, 0.338, -5.930], [4.175, -1.820, -0.206], [3.318, 0.022, 2.259], [1.889, 1.666, -5.874], [0.657, -1.532, 3.760], [-0.233, 1.847, 4.812], [-0.252, 2.445, 6.081], [-0.553, -3.846, -1.640], [-0.567, 3.481, 6.191], [-0.408, 2.422, -5.328], [-0.654, -3.838, -0.551], [-1.920, -1.985, 2.185], [4.358, -0.760, -0.430], [0.550, 0.387, 7.112], [2.782, 1.260, -3.603], [-3.076, 2.280, 1.292], [0.230, -0.256, 3.538], [-0.042, 2.155, -2.296], [2.081, 0.638, -5.550], [-3.193, 1.729, -0.389]]
}

***

No. 2
{
  "formula": "C23H47NO2S2Si2Tm",
  "method": "ωB97M-V with the def2-TZVPD basis set",
  "spin_multiplicity": 3,
  "lumo_energy_ev": [-2.57, -2.54],
  "charge": 1,
  "energy_ha": -3570.14504,
  "symbols": ["H", "C", "H", "H", "C", "H", "H", "H", "H", "C", "H", "C", "H", "H", "H", "C", "H", "C", "N", "H", "H", "H", "H", "H", "C", "C", "H", "C", "H", "C", "S", "H", "H", "H", "H", "C", "C", "H", "C", "H", "H", "H", "C", "H", "O", "H", "H", "H", "H", "C", "Tm", "H", "H", "C", "C", "H", "Si", "H", "H", "C", "H", "H", "C", "H", "O", "Si", "C", "H", "C", "C", "C", "H", "H", "H", "H", "H", "H", "S"],
  "coordinates": [[5.320, 0.224, 0.474], [-0.098, 0.252, 3.527], [-1.423, -3.577, -4.070], [2.840, 0.267, -7.544], [4.472, -0.716, -2.237], [1.437, -0.966, -1.525], [3.171, 2.508, -2.555], [-5.136, 0.699, 0.985], [1.068, 0.711, -2.042], [0.160, 2.074, -4.813], [0.204, -0.075, -4.316], [-2.921, 1.721, -1.237], [-2.048, 0.150, -4.191], [4.324, -0.478, -3.299], [-4.664, -1.867, -1.673], [-0.727, 2.431, -5.967], [-3.540, 0.570, 1.796], [-4.641, -0.780, -1.848], [0.099, -0.283, 2.258], [-1.914, -2.063, -1.071], [3.463, 2.956, -0.858], [3.860, -0.601, 1.088], [0.147, -4.379, -3.921], [0.201, -0.981, 6.656], [4.224, 0.301, 0.578], [-1.729, -1.073, -5.929], [-1.602, 1.780, -6.021], [0.247, -2.265, -4.155], [4.825, 2.442, -1.888], [-0.573, 2.009, 5.071], [0.551, -2.254, 3.888], [-3.405, 2.465, -0.585], [-1.094, 3.455, -5.876], [3.996, 1.163, 1.219], [1.874, 1.712, -7.295], [-1.779, -0.876, -4.443], [-0.461, 1.584, 3.752], [-0.843, 3.057, 5.296], [1.989, 0.402, -5.582], [2.734, 1.016, -5.068], [-1.826, -1.464, 0.625], [4.116, -1.742, -2.065], [1.685, 0.121, -1.293], [1.100, 0.137, -7.532], [-0.488, -1.054, -3.765], [-0.505, -3.454, -2.544], [-5.642, -0.365, -1.656], [-2.685, -0.746, -6.349], [-0.956, -0.480, -6.432], [-4.208, 0.113, 1.051], [-0.151, -0.001, 0.101], [-2.501, -1.524, -3.936], [0.332, -2.316, -5.252], [-0.428, -3.494, -3.633], [0.012, -0.248, 5.868], [-3.326, 1.868, -2.250], [3.519, 0.483, -1.147], [1.216, -2.109, -3.679], [1.037, 2.722, -4.748], [3.764, 2.269, -1.663], [-1.598, -2.127, -6.179], [-0.381, 2.054, -3.860], [-0.337, 1.098, 6.102], [-1.845, 1.982, -1.287], [0.684, 0.699, -4.979], [-3.412, -0.012, -0.650], [0.448, -1.596, 2.265], [5.541, -0.670, -1.982], [1.942, 0.651, -7.062], [0.128, -0.678, 4.548], [-1.986, -1.147, -0.470], [-4.451, -0.901, 1.402], [-0.185, 2.364, -6.912], [-4.354, -0.608, -2.897], [2.183, -0.653, -5.365], [-0.426, 1.442, 7.130], [-0.622, 2.201, 2.857], [0.671, -2.521, 0.867]]
}

***

No. 3
{
  "formula": "C23H48Br2F3N4O2PS",
  "method": "ωB97M-V with the def2-TZVPD basis set",
  "spin_multiplicity": 1,
  "lumo_energy_ev": 0.02,
  "energy_ha": -7461.80688,
  "symbols": ["H", "F", "H", "H", "H", "H", "N", "N", "H", "H", "H", "C", "H", "C", "H", "C", "H", "C", "H", "C", "H", "Br", "H", "H", "H", "H", "C", "C", "C", "H", "H", "C", "H", "C", "H", "H", "H", "S", "H", "F", "N", "H", "H", "H", "N", "Br", "H", "H", "C", "C", "C", "O", "H", "C", "H", "P", "H", "O", "C", "H", "C", "C", "H", "H", "H", "H", "H", "H", "C", "H", "H", "H", "H", "H", "C", "H", "F", "C", "C", "C", "H", "C", "H", "H"],
  "coordinates": [[-3.937, -0.139, 4.315], [-7.690, -1.630, 3.103], [-0.834, -1.483, 2.503], [-3.532, -0.243, -0.834], [4.524, -1.053, -0.155], [-2.317, 1.293, 4.583], [1.496, -2.589, -1.425], [-0.912, 1.416, 2.614], [7.260, 2.868, -3.331], [6.198, 0.236, -1.433], [2.172, -4.436, -0.833], [-7.757, -1.260, 1.821], [1.446, -4.479, -2.430], [6.140, 3.035, -0.652], [0.936, 0.892, 1.741], [4.295, -0.036, -0.477], [-2.131, 0.464, -0.463], [-6.274, 0.571, 2.741], [5.958, 3.705, 0.190], [-2.332, 3.389, 2.596], [0.853, -3.031, -4.091], [-6.653, -2.479, 0.813], [4.954, -0.438, -2.472], [4.490, 0.624, 0.369], [5.016, 0.993, -4.229], [-0.315, 2.117, 3.043], [-3.274, -0.018, 1.179], [-0.937, -3.357, -1.126], [3.464, -3.746, -2.395], [-5.557, -0.255, 2.736], [6.595, 2.127, -0.254], [0.326, -2.689, -0.573], [0.991, -0.705, -2.094], [2.085, -3.873, -1.766], [-3.685, 2.022, 0.750], [3.899, -4.736, -2.533], [3.232, 0.009, -0.718], [-4.696, 2.067, 5.936], [0.899, -1.455, 2.152], [-8.462, 0.959, 1.977], [4.780, 1.600, -2.279], [4.904, 2.723, -4.008], [-4.303, -0.383, 1.206], [4.044, 2.584, -0.613], [-2.763, -0.276, -0.171], [-6.823, 0.657, -0.103], [-0.468, 0.322, 0.862], [4.502, 3.613, -1.938], [-7.346, 0.241, 1.716], [4.818, 2.735, -1.370], [-0.067, 0.462, 1.870], [-1.634, 4.284, 2.958], [3.428, -3.267, -3.374], [6.882, 1.919, -3.709], [-1.453, -2.718, -1.842], [-3.708, 1.238, 4.489], [0.066, -1.676, -0.251], [-3.669, 3.332, 2.859], [-5.605, 1.945, 2.602], [-5.827, 2.422, 1.644], [-3.251, 1.447, 1.587], [5.131, 0.315, -1.697], [-2.702, -0.622, 1.893], [-1.475, 2.478, 0.863], [6.867, 3.517, -1.303], [7.383, 1.113, -3.172], [0.278, -0.718, 3.643], [0.878, -1.342, -4.585], [1.408, -1.627, -2.510], [2.426, -1.367, -2.810], [7.174, 1.845, -4.759], [0.633, -3.225, 0.332], [-0.734, -4.321, -1.594], [4.127, -3.164, -1.752], [-4.095, 1.942, 2.780], [-1.629, -3.533, -0.301], [-9.018, -1.397, 1.440], [0.618, -2.016, -3.766], [0.074, -0.879, 2.581], [5.356, 1.817, -3.594], [-0.459, -1.952, -3.617], [-1.898, 2.141, 1.824], [-6.008, 2.601, 3.378], [-6.776, 0.532, 3.713]]
}